1.
Here is C5H12O2 in the gas phase from the OMol25 dataset. Energies are from ωB97M-V with the def2-TZVPD basis set.

```
! wB97M-V def2-TZVPD RIJCOSX def2/J DEFGRID3
* xyz 0 1
C -0.970 -1.561 -1.994
C 0.222 -1.079 -1.173
C -0.158 -0.038 -0.126
O -1.094 -0.639 0.744
C 1.075 0.453 0.643
C 0.781 1.535 1.710
O -0.604 1.689 2.038
H -0.665 -2.328 -2.714
H -1.740 -1.982 -1.342
H -1.419 -0.734 -2.558
H 0.991 -0.656 -1.832
H 0.678 -1.929 -0.647
H -0.621 0.824 -0.649
H -1.245 0.012 1.450
H 1.808 0.846 -0.073
H 1.530 -0.425 1.118
H 1.183 2.506 1.396
H 1.263 1.274 2.655
H -1.017 2.233 1.355
*
```

Properties
- HOMO-LUMO gap: 0.3955 Eh
- SMILES string: CC[C@@H](O)CCO
- HOMO level: -9.999 eV

Calculated atomic charges, method natural (NBO), unit e: -0.61 -0.40 0.11 -0.74 -0.46 -0.07 -0.73 0.21 0.22 0.20 0.20 0.20 0.14 0.49 0.21 0.21 0.17 0.19 0.47



2.
Here is 2 unconnected molecules or ions with the total composition C5H12O2 in a non-equilibrium geometry from the OMol25 dataset. Energies are from ωB97M-V with the def2-TZVPD basis set.

```
! wB97M-V def2-TZVPD RIJCOSX def2/J DEFGRID3
* xyz 0 1
C 0.461 1.402 -1.889
C 0.642 1.766 -0.517
C 0.568 0.588 0.452
C -0.050 0.316 1.639
C 0.005 -0.969 2.311
O 0.042 -2.203 1.549
H 0.530 2.246 -2.560
H 1.478 0.816 -1.921
H -0.350 0.684 -2.073
H 1.402 2.638 -0.216
H -0.229 2.339 -0.301
H 0.785 -0.400 -0.088
H -0.277 1.099 2.326
H 1.079 -1.234 2.850
H -0.710 -0.967 3.097
H -0.832 -2.284 1.169
O -1.542 -2.166 -1.575
H -1.512 -2.505 -2.488
H -1.490 -1.168 -1.766
*
```

Properties
- HOMO-LUMO gap: 0.3593 Eh
- SMILES string: CC/C=C/CO.O
- HOMO level: -9.100 eV

Calculated atomic charges, method natural (NBO), unit e: -0.59 -0.46 -0.15 -0.25 -0.10 -0.71 0.22 0.20 0.20 0.22 0.20 0.19 0.20 0.19 0.17 0.47 -0.93 0.47 0.47



3.
Here is 2 unconnected molecules or ions with the total composition C5H12O2 from the OMol25 dataset. Energies are from ωB97M-V with the def2-TZVPD basis set.

```
! wB97M-V def2-TZVPD RIJCOSX def2/J DEFGRID3
* xyz 0 1
C 1.403 0.218 -1.805
C 0.180 0.162 -1.280
C -0.125 0.676 0.113
O 0.985 0.568 0.987
C -1.397 0.088 0.726
C -1.804 0.845 1.987
H 2.246 0.574 -1.217
H 1.612 -0.119 -2.817
H -0.657 -0.214 -1.870
H -0.280 1.758 0.007
H 1.214 -0.370 1.072
H -2.201 0.142 -0.020
H -1.243 -0.980 0.945
H -2.716 0.432 2.429
H -1.005 0.806 2.734
H -1.989 1.901 1.756
O 2.115 -2.286 -0.914
H 1.324 -1.736 -1.000
H 2.338 -2.466 -1.835
*
```

Properties
- HOMO-LUMO gap: 0.3953 Eh
- SMILES string: C=C[C@H](O)CC.O
- HOMO level: -9.890 eV

Calculated atomic charges, method natural (NBO), unit e: -0.38 -0.25 0.05 -0.71 -0.41 -0.61 0.22 0.20 0.21 0.19 0.47 0.20 0.20 0.21 0.22 0.20 -0.95 0.48 0.46



4.
Here is a molecular structure, C5H12O2 from the OMol25 dataset. Energies are from ωB97M-V with the def2-TZVPD basis set.

```
! wB97M-V def2-TZVPD RIJCOSX def2/J DEFGRID3
* xyz 0 1
C 2.290 -0.019 0.746
C 0.955 0.733 0.665
C -0.216 -0.203 0.459
O -0.617 -0.860 1.664
C -1.367 0.051 -0.340
C -1.374 0.954 -1.536
O -1.222 -1.654 -1.163
H 2.236 -0.860 1.451
H 2.557 -0.439 -0.230
H 3.106 0.630 1.081
H 0.790 1.278 1.608
H 1.012 1.491 -0.126
H -0.237 -1.231 -0.546
H 0.185 -1.074 2.154
H -2.343 -0.136 0.108
H -0.397 0.999 -2.025
H -2.106 0.599 -2.265
H -1.659 1.970 -1.233
H -1.593 -2.230 -0.472
*
```

Properties
- HOMO-LUMO gap: 0.3119 Eh
- HOMO level: -7.571 eV

Calculated atomic charges, method natural (NBO), unit e: -0.60 -0.43 -0.09 -0.74 0.12 -0.66 -0.89 0.19 0.21 0.21 0.20 0.21 0.42 0.47 0.21 0.22 0.24 0.23 0.47



5.
Here is a molecular structure, C5H12O2 in a non-equilibrium geometry from the OMol25 dataset. Energies are from ωB97M-V with the def2-TZVPD basis set.

```
! wB97M-V def2-TZVPD RIJCOSX def2/J DEFGRID3
* xyz 0 1
C -0.728 0.464 2.583
C -0.648 -0.432 1.350
C -0.118 0.340 0.134
O 1.175 0.792 0.292
C -0.101 -0.423 -1.160
C 0.203 0.383 -2.393
O 1.377 -1.301 -0.884
H 0.252 0.911 2.773
H -1.445 1.279 2.435
H -1.037 -0.098 3.471
H 0.026 -1.275 1.550
H -1.637 -0.851 1.116
H -0.915 1.076 -0.157
H 1.644 -0.236 -0.149
H -0.967 -1.096 -1.256
H 0.988 1.101 -2.143
H 0.537 -0.321 -3.155
H -0.656 0.925 -2.810
H 2.051 -1.238 -1.596
*
```

Properties
- HOMO-LUMO gap: 0.3662 Eh
- HOMO level: -9.255 eV

Calculated atomic charges, method natural (NBO), unit e: -0.61 -0.41 0.04 -0.79 0.18 -0.67 -0.80 0.23 0.20 0.21 0.21 0.19 0.16 0.49 0.20 0.25 0.22 0.23 0.49



6.
Here is 2 unconnected molecules or ions with the total composition C5H12O2 in a non-equilibrium geometry from the OMol25 dataset. Energies are from ωB97M-V with the def2-TZVPD basis set.

```
! wB97M-V def2-TZVPD RIJCOSX def2/J DEFGRID3
* xyz 0 1
C 0.033 0.551 2.034
C 0.454 0.513 0.558
C 1.694 1.288 0.246
C -0.815 0.858 -0.283
C -1.338 -0.463 -0.936
O -2.280 -1.100 -0.451
H -0.846 -0.118 2.282
H 0.811 0.148 2.801
H -0.406 1.526 2.179
H 0.658 -0.577 0.316
H 1.918 1.043 -0.839
H 2.577 1.146 0.900
H 1.613 2.430 0.309
H -1.595 1.259 0.364
H -0.565 1.741 -0.917
H -1.326 -0.394 -2.122
O -0.049 -2.923 -2.172
H -0.951 -3.127 -1.856
H 0.415 -3.801 -2.411
*
```

Properties
- HOMO-LUMO gap: 0.3778 Eh
- SMILES string: CC(C)CC=O.O
- HOMO level: -9.635 eV

Calculated atomic charges, method natural (NBO), unit e: -0.61 -0.23 -0.61 -0.51 0.44 -0.53 0.22 0.21 0.20 0.20 0.21 0.22 0.20 0.23 0.23 0.13 -0.96 0.48 0.48



7.
Here is C5H12O2 in the gas phase from the OMol25 dataset. Energies are from ωB97M-V with the def2-TZVPD basis set.

```
! wB97M-V def2-TZVPD RIJCOSX def2/J DEFGRID3
* xyz 0 1
C 2.285 0.064 0.791
C 0.884 0.658 0.602
C -0.102 -0.467 0.283
O -0.441 -1.249 1.430
C -1.420 -0.179 -0.447
C -1.338 0.890 -1.523
O -1.780 -1.392 -1.106
H 2.283 -0.724 1.554
H 2.620 -0.398 -0.145
H 3.026 0.815 1.081
H 0.574 1.220 1.494
H 0.909 1.378 -0.224
H 0.399 -1.138 -0.430
H 0.023 -0.918 2.204
H -2.193 0.080 0.291
H -0.397 0.828 -2.081
H -2.158 0.733 -2.229
H -1.430 1.896 -1.101
H -1.742 -2.098 -0.445
*
```

Properties
- HOMO-LUMO gap: 0.4011 Eh
- SMILES string: CC[C@@H](O)[C@@H](C)O
- HOMO level: -9.998 eV

Calculated atomic charges, method natural (NBO), unit e: -0.60 -0.43 0.08 -0.74 0.08 -0.63 -0.73 0.20 0.21 0.21 0.20 0.22 0.17 0.47 0.17 0.21 0.23 0.21 0.48



8.
Here is C5H12O2 in the gas phase in a non-equilibrium geometry from the OMol25 dataset. Energies are from ωB97M-V with the def2-TZVPD basis set.

```
! wB97M-V def2-TZVPD RIJCOSX def2/J DEFGRID3
* xyz 0 1
C -1.154 0.159 -2.470
O -0.159 0.330 -1.488
C -0.690 0.519 -0.184
C 0.434 0.260 0.805
C 0.104 0.491 2.263
C 1.092 -1.159 0.578
O 2.188 -0.852 -0.253
H -1.819 1.034 -2.531
H -0.655 0.027 -3.433
H -1.767 -0.730 -2.257
H -1.097 1.543 -0.104
H -1.498 -0.201 0.002
H 1.193 1.026 0.552
H 0.995 0.222 2.843
H -0.717 -0.163 2.560
H -0.134 1.537 2.489
H 1.440 -1.632 1.515
H 0.535 -1.997 0.089
H 1.708 -0.413 -0.975
*
```

Properties
- HOMO-LUMO gap: 0.3910 Eh
- SMILES string: COC[C@@H](C)CO
- HOMO level: -9.679 eV

Calculated atomic charges, method natural (NBO), unit e: -0.24 -0.57 -0.05 -0.27 -0.60 -0.07 -0.73 0.17 0.20 0.17 0.17 0.16 0.21 0.22 0.20 0.21 0.17 0.17 0.48



9.
Here is 2 unconnected molecules or ions with the total composition C5H12O2 from the OMol25 dataset. Energies are from ωB97M-V with the def2-TZVPD basis set.

```
! wB97M-V def2-TZVPD RIJCOSX def2/J DEFGRID3
* xyz 0 1
C 2.145 0.052 0.932
C 0.883 0.761 1.435
C 0.035 1.361 0.349
C -1.235 1.066 0.093
O -1.902 0.054 0.753
H 1.886 -0.856 0.379
H 2.726 0.701 0.265
H 2.791 -0.216 1.775
H 0.281 0.069 2.035
H 1.177 1.578 2.108
H 0.487 2.127 -0.277
H -1.808 1.579 -0.677
H -2.799 -0.012 0.405
C -0.816 -1.351 -1.944
O -0.226 -1.798 -0.748
H -1.816 -1.784 -2.108
H -0.901 -0.256 -1.985
H -0.172 -1.663 -2.770
H -0.737 -1.413 -0.019
*
```

Properties
- HOMO-LUMO gap: 0.3499 Eh
- SMILES string: CC/C=C\O.CO
- HOMO level: -8.940 eV

Calculated atomic charges, method natural (NBO), unit e: -0.60 -0.44 -0.26 0.10 -0.72 0.23 0.20 0.21 0.21 0.21 0.21 0.18 0.49 -0.25 -0.74 0.15 0.16 0.18 0.48



10.
Here is 3 unconnected molecules or ions with the total composition C5H12O2 in a non-equilibrium geometry from the OMol25 dataset. Energies are from ωB97M-V with the def2-TZVPD basis set.

```
! wB97M-V def2-TZVPD RIJCOSX def2/J DEFGRID3
* xyz 0 1
C -1.606 -1.886 -1.619
C -0.878 -1.063 -0.872
C -0.868 -1.234 0.583
C -0.553 -0.337 1.525
C -1.045 -0.384 2.933
H -1.514 -1.911 -2.701
H -2.488 -2.427 -1.298
H -0.146 -0.363 -1.257
H -1.171 -2.224 0.925
H 0.041 0.510 1.180
H -1.701 -1.230 3.123
H -1.550 0.553 3.171
H -0.226 -0.436 3.653
O 0.985 2.917 -1.298
H 0.815 2.155 -0.734
H 1.100 2.571 -2.181
O 2.710 0.803 -0.867
H 3.402 0.165 -0.700
H 2.923 1.734 -0.774
*
```

Properties
- HOMO-LUMO gap: 0.3361 Eh
- SMILES string: C=C/C=C/C.O.O
- HOMO level: -8.451 eV

Calculated atomic charges, method natural (NBO), unit e: -0.39 -0.21 -0.23 -0.15 -0.64 0.19 0.20 0.21 0.19 0.18 0.22 0.22 0.21 -0.95 0.48 0.47 -0.99 0.49 0.50



Calculated E_LUMO (eV), listed in the same order as above: 0.76 0.68 0.87 0.92 0.71 0.64 0.92 0.96 0.58 0.70
Calculated relative energy (zero: lowest compared OMol25 entry of this formula, charge and spin) (eV), listed in the same order as above: 0.804 3.529 1.447 3.916 2.452 2.379 0.797 1.649 1.681 2.256